14
Properties=species:S:1:pos:R:3:forces:R:3 method="wB97M-V/def2-TZVPD" mol_weight_da=114.1 e_lumo_ha=0.027 homo_lumo_gap_ev=10.34 de_lowest_kcal_mol=79.72
C 1.897 -0.644 0.775 -0.748 0.386 1.437
C -0.980 -0.489 0.037 -0.882 -2.431 -1.554
C 0.533 1.850 -0.795 0.462 -1.837 0.537
H 1.302 -0.219 1.626 0.729 -0.213 -0.802
H 2.936 -0.889 0.832 0.610 0.445 0.550
H -0.126 -1.874 -1.177 -0.378 -0.450 -0.516
H -1.688 0.958 1.240 1.979 -0.787 -1.220
H 0.857 0.867 -1.201 -0.175 1.283 -0.539
H 0.908 2.800 -1.137 0.097 0.057 -0.016
N 1.410 -1.080 -0.290 0.637 -1.110 -1.117
N 0.112 -1.088 -0.622 -0.976 1.526 1.039
N -0.801 0.678 0.701 -1.573 1.829 1.849
N -0.200 1.845 0.239 -0.569 0.570 -0.128
O -2.068 -1.053 -0.061 0.788 0.731 0.480